[1]
This record from OMol25 describes a molecular structure, C2H2CuO3. The level of theory is ωB97M-V with the def2-TZVPD basis set.

```
8
Properties=species:S:1:pos:R:3:forces:R:3:mulliken_charge:R:1
O 1.1382 0.7426 -1.0357 0.0 0.2 -0.5 -0.60
C 0.5810 0.5834 0.1071 -1.4 0.7 -0.9 -0.29
Cu 0.0117 -0.1434 -2.6324 0.1 0.1 1.7 0.58
H 0.7185 1.3265 0.9104 0.4 -0.4 -0.1 0.31
O -1.0133 -0.8647 -0.8454 -0.8 0.6 -0.2 -0.61
C -0.6034 -0.2703 0.1757 3.0 -1.1 -1.0 0.73
O -0.8219 -0.8096 1.3801 0.6 0.3 1.9 -0.48
H -0.0109 -0.5646 1.9402 -1.9 -0.4 -1.0 0.35
```
Forces are in eV/Å.

**DFT total energy**: -52886.210 eV
**Highest occupied orbital energy (spin up / spin down)**: -6.89 / -9.45 eV
**⟨S²⟩**: 0.754
**Relative energy (zero: lowest compared OMol25 entry of this formula, charge and spin)**: 0.0 kcal per mole
**Spin multiplicity**: 2
**E_LUMO (spin up / spin down)**: -1.1071 / -1.1137 eV


[2]
This record from OMol25 describes a molecular structure, C2H2ErLiO2. The level of theory is ωB97M-V with the def2-TZVPD basis set.

```
8
Properties=species:S:1:pos:R:3:forces:R:3:mulliken_charge:R:1
O -0.2658 1.6115 0.4016 -0.5 0.0 0.1 -0.39
C 0.6912 0.9429 0.5066 0.6 -0.6 -0.5 0.80
C 1.7451 0.1677 0.5344 -0.4 0.3 0.2 -0.85
O -2.3935 -1.1473 -0.7947 -0.9 4.9 0.7 -0.96
Li -1.2415 -2.2697 -1.3263 -0.2 0.0 0.1 0.82
Er -2.9161 0.9319 -0.4443 1.7 -4.8 -0.6 1.02
H 1.9397 -0.4265 1.4274 0.0 0.2 -0.3 0.27
H 2.4408 0.1894 -0.3047 -0.2 0.0 0.3 0.28
```
Forces are in eV/Å.

**DFT total energy**: -34019.320 eV
**Highest occupied orbital energy (spin up / spin down)**: -10.59 / -13.10 eV
**⟨S²⟩**: 6.003
**Spin multiplicity**: 5
**Total charge**: +1
**E_LUMO (spin up / spin down)**: -3.6777 / -4.7065 eV


[3]
This record from OMol25 describes a molecular structure, C2H2ErO4. The level of theory is ωB97M-V with the def2-TZVPD basis set.

```
9
Properties=species:S:1:pos:R:3:forces:R:3:mulliken_charge:R:1
O 0.4324 -0.3919 2.2256 1.1 0.3 0.6 -0.62
C 0.7327 0.2994 1.1971 -6.3 -1.8 1.2 0.74
O 0.0670 1.3987 0.9754 0.8 0.5 -0.7 -0.63
O 1.0597 -0.4391 0.1824 0.5 -2.1 -3.4 -0.59
C -1.7122 0.9919 -0.0871 0.1 0.2 -1.0 0.11
O -1.8810 -0.1312 -0.6742 1.5 -1.9 1.1 -0.54
Er -0.5480 -1.9972 -0.1890 1.6 4.1 1.1 0.99
H -2.3480 1.1370 0.8078 0.9 0.5 -0.3 0.30
H -1.3790 1.7501 -0.8211 -0.3 0.3 1.2 0.24
```
Forces are in eV/Å.

**DFT total energy**: -37914.307 eV
**Highest occupied orbital energy (spin up / spin down)**: -7.58 / -8.32 eV
**⟨S²⟩**: 6.003
**Spin multiplicity**: 5
**E_LUMO (spin up / spin down)**: -1.0408 / -1.6865 eV


[4]
This record from OMol25 describes 2 unconnected molecules or ions with the total composition C2H2F2. The level of theory is ωB97M-V with the def2-TZVPD basis set.

```
6
Properties=species:S:1:pos:R:3:forces:R:3:mulliken_charge:R:1
C -0.3812 0.9763 0.0769 -2.2 -2.7 0.3 -0.46
C -1.1773 0.0399 0.1318 3.2 3.6 -0.5 0.38
F -1.9669 -0.9257 0.0128 -0.8 -0.9 0.1 -0.22
H 0.2948 1.7958 0.1521 -0.1 0.0 0.0 0.33
F 2.0387 -1.1591 -0.0839 -1.8 0.9 -0.5 -0.40
H 1.1919 -0.7271 -0.2898 1.8 -0.8 0.6 0.36
```
Forces are in eV/Å.

**DFT total energy**: -7538.356 eV
**Highest occupied orbital energy**: -11.10 eV
**Relative energy (zero: lowest compared OMol25 entry of this formula, charge and spin)**: 50.3 kcal per mole
**E_LUMO**: 0.5527 eV


[5]
This record from OMol25 describes a molecular structure, C2H2F2LiOYb. The level of theory is ωB97M-V with the def2-TZVPD basis set.

```
9
Properties=species:S:1:pos:R:3:forces:R:3:mulliken_charge:R:1
F 2.8104 -0.8689 0.7340 0.0 1.9 -0.8 -0.52
O 0.3269 0.3599 -0.3223 3.5 1.0 1.3 -0.35
Yb 2.6846 0.9224 -0.1870 -1.9 -1.7 0.3 2.08
Li 1.5179 -1.9765 1.2080 -0.2 -1.0 0.4 0.94
C -1.2588 -0.0090 -0.8588 -0.5 -2.6 1.1 0.36
C -1.1745 0.7368 0.2730 0.0 1.5 -2.5 -0.19
H -2.4614 0.3276 -0.1879 -0.2 -0.5 0.6 0.39
F -1.1531 -1.3144 -0.8988 -0.7 1.5 -1.1 -0.05
H -1.2921 1.8222 0.2397 -0.1 0.0 0.6 0.35
```
Forces are in eV/Å.

**DFT total energy**: -41282.750 eV
**Highest occupied orbital energy (spin up / spin down)**: -22.48 / -23.13 eV
**⟨S²⟩**: 2.080
**Relative energy (zero: lowest compared OMol25 entry of this formula, charge and spin)**: 75.4 kcal per mole
**Spin multiplicity**: 3
**Total charge**: +3
**E_LUMO (spin up / spin down)**: -15.2449 / -17.9093 eV


[6]
This record from OMol25 describes 2 unconnected molecules or ions with the total composition C2H2F2N2. The level of theory is ωB97M-V with the def2-TZVPD basis set.

```
8
Properties=species:S:1:pos:R:3:forces:R:3:mulliken_charge:R:1
C -0.6964 0.1082 0.1786 -0.6 -0.5 -0.5 0.73
C 0.6733 -0.3619 -0.0829 3.5 -0.6 -3.8 0.30
N -1.0833 0.2924 1.3288 2.7 -0.7 0.4 -0.53
N 1.5675 -0.9985 -0.5664 -5.4 2.9 3.3 -0.16
F -1.4584 -0.0233 -0.9443 0.8 0.3 0.7 -0.20
F 0.5704 1.7408 -0.5002 0.1 -1.9 0.3 -0.67
H -1.9934 0.5371 1.5089 -2.7 0.7 0.1 0.27
H 2.4203 -1.2948 -0.9226 1.5 -0.3 -0.5 0.26
```
Forces are in eV/Å.

**DFT total energy**: -10517.738 eV
**Highest occupied orbital energy**: -10.23 eV
**Relative energy (zero: lowest compared OMol25 entry of this formula, charge and spin)**: 64.9 kcal per mole
**E_LUMO**: -0.6813 eV


[7]
This record from OMol25 describes 2 unconnected molecules or ions with the total composition C2H2F2N4. The level of theory is ωB97M-V with the def2-TZVPD basis set.

```
10
Properties=species:S:1:pos:R:3:forces:R:3:mulliken_charge:R:1
N -0.0047 1.3395 -2.1755 1.2 1.8 4.5 -0.35
C 0.5863 1.3894 -1.1026 -1.5 -0.4 -3.5 0.46
N 0.8309 1.3344 0.1099 0.3 0.0 1.2 -0.22
F 1.8517 2.1487 0.6423 -0.4 -0.3 -0.8 -0.18
H -0.1353 0.9023 -3.0305 0.5 -1.1 -1.3 0.28
N -0.4594 -0.8932 2.2395 -0.3 1.1 2.1 -0.41
C -0.5931 -1.4546 1.2008 0.0 -0.1 -0.7 0.52
N -0.2883 -2.1164 0.2094 0.7 -0.6 -1.3 -0.28
F -1.2756 -2.7601 -0.5257 -0.4 0.2 0.4 -0.15
H -0.5125 0.1098 2.4325 0.0 -0.5 -0.6 0.33
```
Forces are in eV/Å.

**DFT total energy**: -13494.665 eV
**Highest occupied orbital energy**: -10.27 eV
**Relative energy (zero: lowest compared OMol25 entry of this formula, charge and spin)**: 135.3 kcal per mole
**E_LUMO**: -0.2706 eV


[8]
This record from OMol25 describes C2H2F2O in the gas phase. The level of theory is ωB97M-V with the def2-TZVPD basis set.

```
7
Properties=species:S:1:pos:R:3:forces:R:3:mulliken_charge:R:1
O 1.7798 0.3074 -0.4048 -3.5 -3.2 0.5 -0.43
C 0.7617 -0.4126 -0.1795 6.3 0.4 0.4 0.09
C -0.4786 0.2419 0.0480 -4.5 1.6 2.9 0.44
F -0.4620 1.5487 -0.2716 -0.1 -0.2 -0.7 -0.21
F -1.5650 -0.3886 -0.4957 0.2 -0.1 -1.3 -0.25
H 0.8248 -1.5216 0.1752 0.0 1.6 -1.1 0.27
H -0.8606 0.2248 1.1285 1.6 -0.1 -0.7 0.09
```
Forces are in eV/Å.

**DFT total energy**: -9587.340 eV
**Highest occupied orbital energy**: -11.13 eV
**Relative energy (zero: lowest compared OMol25 entry of this formula, charge and spin)**: 15.4 kcal per mole
**E_LUMO**: -0.5075 eV